(1)
77
Properties=species:S:1:pos:R:3:lowdin_charge:R:1 method="wB97M-V/def2-TZVPD" max_force_ev_per_a=3.5 total_charge=-1 homo_energy_ev=-4.89 relative_energy_kj_mol=147.2
C 1.816 -1.483 -3.473 -0.03
C 1.202 -0.222 -2.933 -0.21
H 1.847 -1.398 -4.568 0.06
H 1.221 -2.366 -3.189 0.06
H 2.836 -1.659 -3.091 0.08
C 0.459 0.646 -3.638 -0.13
C 0.032 0.357 -5.033 -0.13
H 0.139 1.621 -3.257 0.10
H -0.535 -0.596 -5.077 0.08
H 0.890 0.293 -5.731 0.07
H -0.611 1.166 -5.412 0.06
Be 2.023 -1.294 0.585 -0.40
Cl 3.741 0.006 0.868 0.05
Cl -0.580 -3.590 -1.168 0.38
C -0.466 2.726 2.127 -0.31
O -1.627 2.368 1.849 -0.03
N -0.118 3.958 2.560 -0.18
C -1.143 4.987 2.672 -0.05
C 1.257 4.437 2.584 -0.05
H 0.400 2.054 2.018 0.13
H -2.103 4.514 2.939 0.09
H -1.263 5.552 1.721 0.09
H -0.827 5.704 3.447 0.08
H 1.938 3.589 2.544 0.09
H 1.408 4.988 3.518 0.08
H 1.467 5.117 1.747 0.08
H -2.510 -0.364 -3.250 0.08
H -2.474 1.971 -2.773 0.08
C -2.764 -0.690 -2.230 -0.06
C -3.183 1.749 -1.956 -0.06
N -2.795 0.472 -1.350 -0.20
H -1.981 -1.365 -1.851 0.04
C -2.937 0.223 0.001 -0.31
O -3.089 -0.903 0.471 -0.01
H -3.138 2.539 -1.192 0.08
H -2.878 1.139 0.624 0.11
H -3.725 -1.243 -2.247 0.09
H -4.204 1.699 -2.383 0.09
O 0.976 -0.801 -0.611 -0.27
C 1.522 0.101 -1.483 -0.45
C 0.024 2.005 -0.860 -0.06
C 1.311 1.561 -1.115 -0.19
H -0.746 1.239 -0.724 0.10
C -0.217 3.384 -0.865 -0.11
H 2.609 -0.019 -1.441 0.07
C 2.398 2.428 -1.064 -0.05
H -1.237 3.752 -0.768 0.09
C 0.851 4.275 -0.963 -0.13
C 2.166 3.803 -1.022 -0.10
H 3.393 1.979 -1.043 0.08
H 0.657 5.354 -0.921 0.09
H 2.976 4.539 -1.027 0.10
Si -0.052 -4.779 0.487 0.17
Cl 3.015 -2.779 -0.030 0.23
C -1.441 -5.736 1.208 -0.22
C 1.066 -4.390 2.013 -0.23
C 1.217 -5.792 -0.567 -0.27
H -2.051 -5.136 1.895 0.03
H -1.004 -6.572 1.784 0.04
H -2.068 -6.169 0.420 0.03
H 0.896 -5.828 -1.624 0.00
H 1.167 -6.805 -0.137 0.01
H 2.259 -5.396 -0.537 0.00
H 0.680 -3.648 2.720 0.00
H 2.121 -4.139 1.800 -0.03
H 1.063 -5.361 2.544 0.03
C -0.818 -0.499 4.180 -0.06
C 0.475 0.022 4.121 -0.07
C 1.273 -0.281 3.016 -0.14
N 0.860 -1.071 2.008 0.05
C -0.440 -1.460 2.006 -0.10
C -1.302 -1.189 3.074 -0.05
H -1.445 -0.339 5.056 0.11
H 0.906 0.599 4.916 0.10
H 2.298 0.092 2.920 0.04
H -0.784 -2.051 1.147 0.07
H -2.298 -1.598 3.016 0.10



(2)
83
Properties=species:S:1:pos:R:3:nbo_charge:R:1 method="wB97M-V/def2-TZVPD" s_squared=3.765 max_force_ev_per_a=1.1 spin_multiplicity=4 total_charge=+3 homo_energy_ev="-16.17 / -16.17" relative_energy_kj_mol=26.6
Re -0.221 -1.449 0.696 1.92
C -1.565 0.315 3.074 -0.26
O -1.759 -0.382 1.798 -0.58
C -3.180 -0.617 1.553 -0.08
C -3.580 -1.931 2.172 -0.10
O -2.667 -2.893 1.664 -0.55
C -2.135 -3.827 2.585 -0.10
C -0.915 -3.276 3.264 -0.09
O 0.126 -2.947 2.272 -0.59
C 1.433 -2.888 2.938 -0.24
H -1.921 1.335 2.957 0.24
H -0.509 0.299 3.293 0.22
H -2.127 -0.201 3.851 0.20
H -3.325 -0.623 0.474 0.21
H -3.739 0.216 1.973 0.24
H -4.599 -2.188 1.877 0.23
H -3.543 -1.880 3.262 0.20
H -1.883 -4.719 2.012 0.22
H -2.863 -4.115 3.347 0.23
H -0.504 -4.031 3.933 0.23
H -1.122 -2.373 3.841 0.20
H 1.553 -3.788 3.533 0.23
H 1.494 -1.998 3.558 0.22
H 2.202 -2.857 2.173 0.19
C 3.790 -1.169 -2.975 -0.44
N 3.086 -1.934 -1.926 -0.35
C 3.791 -3.075 -1.322 -0.43
C 1.910 -1.576 -1.462 0.73
N 1.369 -2.127 -0.373 -0.84
N 1.199 -0.654 -2.205 -0.60
C 0.302 0.265 -1.715 0.73
N 0.162 1.379 -2.391 -0.73
N -0.454 -0.004 -0.664 -0.83
H 4.850 -1.389 -2.898 0.26
H 3.671 -0.099 -2.809 0.22
H 3.456 -1.455 -3.974 0.23
H 4.604 -3.366 -1.978 0.26
H 3.121 -3.931 -1.228 0.22
H 4.212 -2.808 -0.350 0.22
H 2.026 -2.724 0.112 0.41
H 1.610 -0.426 -3.097 0.43
H 0.803 1.643 -3.123 0.43
H -0.445 2.110 -2.035 0.45
H -0.900 0.839 -0.278 0.46
Br -4.350 -2.487 -3.342 0.19
C -2.999 -3.186 -2.261 -0.12
C -2.667 -4.534 -2.290 -0.13
C -1.650 -4.981 -1.457 -0.20
C -1.006 -4.085 -0.635 0.05
N -1.329 -2.778 -0.607 -0.51
C -2.310 -2.341 -1.416 0.02
H -3.189 -5.215 -2.950 0.27
H -1.360 -6.022 -1.447 0.26
H -0.219 -4.407 0.033 0.21
H -2.545 -1.287 -1.391 0.22
C -0.121 6.523 -4.207 -0.65
C -0.119 5.759 -2.907 0.04
C -1.313 5.464 -2.265 -0.20
C -1.330 4.803 -1.046 -0.18
C -0.128 4.417 -0.473 -0.43
C 1.073 4.687 -1.095 -0.14
C 1.063 5.367 -2.312 -0.22
S -0.246 3.526 1.024 2.33
O -0.450 2.096 0.754 -1.05
O -1.226 4.137 1.872 -0.90
N 1.263 3.602 1.656 -0.87
C 1.526 2.608 2.707 -0.21
C 2.482 1.498 2.270 -0.52
C 1.873 0.581 1.255 0.85
O 2.199 0.572 0.092 -0.64
O 0.973 -0.305 1.763 -0.78
H -0.886 6.147 -4.885 0.24
H 0.847 6.487 -4.702 0.23
H -0.357 7.570 -4.020 0.26
H -2.246 5.787 -2.712 0.24
H -2.263 4.624 -0.525 0.25
H 2.007 4.382 -0.643 0.24
H 2.001 5.611 -2.794 0.24
H 1.499 4.552 1.925 0.43
H 0.584 2.188 3.056 0.20
H 1.966 3.122 3.557 0.25
H 2.747 0.929 3.166 0.25
H 3.392 1.911 1.844 0.26



(3)
95
Properties=species:S:1:pos:R:3:lowdin_charge:R:1 method="wB97M-V/def2-TZVPD" max_force_ev_per_a=17.8 homo_energy_ev=-8.83
C -1.299 -0.595 3.218 -0.13
O -1.609 -0.828 4.545 0.05
C -0.684 -0.483 5.428 -0.52
O 0.442 -0.028 5.163 0.10
O -1.063 -0.621 6.747 -0.01
C -2.370 -1.082 7.186 -0.04
H -0.531 -1.279 2.857 0.06
H -0.828 0.379 3.079 0.12
H -2.161 -0.570 2.551 0.13
H -2.813 -1.842 6.542 0.09
H -3.068 -0.261 7.348 0.09
H -2.326 -1.506 8.189 0.09
C -0.466 1.714 -1.670 0.00
O -0.591 1.440 -3.052 0.09
C -0.321 0.232 -3.537 -0.48
O -0.012 -0.809 -2.941 0.00
O -0.530 0.265 -4.857 0.03
C -0.412 -0.813 -5.749 -0.03
H 0.499 1.504 -1.210 0.10
H -1.286 1.208 -1.159 0.14
H -0.614 2.779 -1.492 0.03
H 0.622 -1.039 -6.010 0.09
H -0.898 -0.622 -6.706 0.10
H -0.777 -1.774 -5.385 0.09
C 2.016 -0.690 -1.572 -0.11
O 2.583 -1.117 -2.835 0.04
C 2.910 -0.216 -3.764 -0.51
O 2.810 1.064 -3.759 0.05
O 3.511 -0.956 -4.726 -0.03
C 3.856 -0.283 -5.926 -0.05
H 2.805 -0.488 -0.847 0.14
H 1.195 -1.308 -1.209 0.08
H 1.430 0.229 -1.574 0.06
H 4.063 -0.985 -6.734 0.09
H 4.781 0.274 -5.778 0.09
H 2.957 0.331 -5.985 0.09
C -2.383 -3.699 0.989 -0.07
O -3.344 -2.687 1.321 0.02
C -3.911 -1.993 0.350 -0.54
O -3.611 -2.004 -0.838 0.10
O -4.805 -1.185 0.896 0.02
C -5.746 -0.423 0.142 -0.02
H -2.177 -4.318 1.863 0.05
H -1.528 -3.203 0.529 -0.09
H -2.736 -4.425 0.257 0.13
H -5.217 0.158 -0.613 0.10
H -6.153 0.305 0.844 0.10
H -6.542 -1.005 -0.322 0.10
C -1.034 -1.530 1.157 -0.28
O -0.325 -0.346 1.462 -0.05
C 0.646 0.155 0.601 -0.40
O 0.770 -0.223 -0.533 -0.14
O 1.190 1.202 1.165 0.03
C 2.335 1.821 0.630 -0.01
H -1.823 -1.736 1.880 0.06
H -0.446 -2.447 1.128 -0.10
H -1.468 -1.465 0.160 0.12
H 3.201 1.160 0.648 0.13
H 2.574 2.694 1.237 0.10
H 2.215 2.149 -0.403 0.13
C -1.831 -2.301 -2.518 -0.08
C -0.647 -2.235 -1.485 -0.29
O 0.188 -3.224 -2.098 0.17
C -0.550 -4.090 -2.778 -0.47
O -0.073 -5.207 -3.096 0.10
O -1.813 -3.600 -2.927 0.11
F -0.990 -2.647 -0.317 -0.07
H -1.647 -1.624 -3.352 0.12
H -2.757 -1.997 -2.030 0.07
H -0.367 -1.184 -1.422 0.13
C -0.419 3.016 1.122 0.01
C -0.263 4.446 1.611 -0.33
O 0.051 5.128 0.478 0.13
C -0.261 4.446 -0.614 -0.49
O -0.256 4.954 -1.755 0.15
O -0.696 3.222 -0.278 -0.04
F 0.743 4.500 2.477 0.10
H -1.262 2.467 1.541 0.16
H 0.514 2.454 1.181 0.06
H -1.158 4.778 2.136 0.17
C 5.196 3.812 0.406 -0.04
C 4.950 4.960 1.397 -0.25
O 3.556 4.896 1.611 0.19
C 3.007 4.227 0.609 -0.50
O 1.794 3.976 0.506 0.02
O 3.922 3.625 -0.128 0.09
F 5.169 6.171 0.794 0.07
H 5.568 3.001 1.032 0.14
H 5.865 3.973 -0.440 0.16
H 5.529 4.839 2.312 0.17
C -0.636 -4.612 3.453 -0.89
Cl -0.220 -3.356 2.252 0.88
Cl 0.812 -5.257 4.238 0.53
H -1.369 -4.309 4.201 0.05
H -1.154 -5.431 2.955 0.03